Density functional theory data (the ωB97M-V functional and the def2-TZVPD basis) for a molecular structure, C13H27CuNSi2.

Structure (XYZ):
```
44
C13H27CuNSi2 the ωB97M-V functional and the def2-TZVPD basis
H -0.81159 -3.78786 -1.83704
H -3.09117 -0.14228 -1.05135
C 0.45634 -3.29402 2.37072
H 1.26187 -2.05160 3.94926
H 0.48674 -4.22125 2.91167
H 3.11442 -0.86500 0.29553
N -0.03265 -2.19057 0.32487
H -2.37065 -3.09317 -1.23780
C 3.05780 -0.27458 -0.62841
H -1.43000 2.43644 -1.93087
C -1.51855 -2.95686 -1.91913
Si -1.43154 1.19548 0.24184
H -3.86538 0.87840 0.19138
Si 1.67313 0.98061 -0.55580
H 0.97588 0.06809 2.59388
C 0.05986 0.09498 -0.12448
H -3.05147 -0.63769 0.65616
H 2.89971 -0.97028 -1.46265
H -0.89484 -0.02377 -2.81816
H -0.42675 -0.58923 -3.12303
C -3.00440 0.22548 -0.02117
H 2.53134 2.17971 -2.50707
C 0.26471 -1.00242 0.86912
C 0.72926 -0.91887 2.19649
H 4.02834 0.22130 -0.77472
H 2.31743 1.80353 1.72746
H -1.81637 -2.81866 -2.96137
Cu -0.55381 -1.29863 -1.55282
C -1.44953 2.71134 -0.86967
C 0.01888 -3.30978 1.04390
C 1.53256 1.82583 -2.21401
H 3.01515 2.78509 0.42491
H 0.85493 2.68627 -2.21192
H -1.42717 0.96478 2.73042
H -2.39118 3.24837 -0.67786
H -0.29843 -4.22426 0.55504
C 2.10098 2.26397 0.75221
C 0.86951 -2.08929 2.93573
C -1.41177 1.80254 2.02032
H -0.54164 2.43016 2.25172
H -2.31664 2.40489 2.19115
H 1.19072 1.12033 -2.97739
H 1.32004 3.02309 0.90073
H -0.62411 3.40939 -0.67778
```

Calculated values
⟨S²⟩: 0.754
DFT total energy in Ha: -2785.71096
Spin multiplicity: 2

Mulliken analysis output, partial charges in e: atom 1 (H): 0.23, atom 2 (H): 0.29, atom 3 (C): -0.70, atom 4 (H): 0.43, atom 5 (H): 0.44, atom 6 (H): 0.31, atom 7 (N): -0.18, atom 8 (H): 0.26, atom 9 (C): -1.13, atom 10 (H): 0.30, atom 11 (C): -0.82, atom 12 (Si): 0.03, atom 13 (H): 0.37, atom 14 (Si): 0.00, atom 15 (H): 0.36, atom 16 (C): 3.04, atom 17 (H): 0.30, atom 18 (H): 0.27, atom 19 (H): -0.23, atom 20 (H): 0.25, atom 21 (C): -1.12, atom 22 (H): 0.39, atom 23 (C): -1.38, atom 24 (C): -0.45, atom 25 (H): 0.39, atom 26 (H): 0.27, atom 27 (H): 0.40, atom 28 (Cu): -0.67, atom 29 (C): -1.02, atom 30 (C): -0.12, atom 31 (C): -1.00, atom 32 (H): 0.42, atom 33 (H): 0.29, atom 34 (H): 0.33, atom 35 (H): 0.38, atom 36 (H): 0.36, atom 37 (C): -1.01, atom 38 (C): -0.68, atom 39 (C): -1.07, atom 40 (H): 0.29, atom 41 (H): 0.38, atom 42 (H): 0.23, atom 43 (H): 0.28, atom 44 (H): 0.30

***

Density functional theory data (the ωB97M-V functional and the def2-TZVPD basis) for 2 unconnected molecules or ions with the total composition C6H12N2.

Structure (XYZ):
```
20
C6H12N2 the ωB97M-V functional and the def2-TZVPD basis
H -0.40204 -1.96888 -0.31766
N 0.35793 2.15886 0.85852
H -1.08251 -2.90931 -1.80683
C 0.73111 0.92164 1.33630
H 2.20585 1.07117 -1.50790
H -0.24470 -0.59652 2.54906
C -1.13405 -2.07140 -1.12519
C 0.31826 0.32712 2.65933
H 0.85455 3.12914 -0.90130
H -0.35165 1.07558 3.09010
C -1.59459 -0.76890 -1.79832
C 1.58972 0.31528 0.45511
H -0.73193 -0.11252 -1.95386
N 1.68369 1.15257 -0.64208
H 1.18456 0.20068 3.29318
H -1.91044 -2.30211 -0.37004
H 1.91741 -0.70724 0.51549
H -2.02324 -0.97094 -2.77927
H -2.31047 -0.17340 -1.23901
C 0.94254 2.22917 -0.31560
```

Calculated values
DFT total energy in Ha: -345.30677
Structure (SMILES): Cc1c[nH]cn1.CC
Energy above the lowest of the compared OMol25 structures with the same formula, charge and spin in kcal per mole: 13.2

Mulliken analysis output, partial charges in e: atom 1 (H): 0.16, atom 2 (N): -0.66, atom 3 (H): 0.31, atom 4 (C): 0.89, atom 5 (H): 0.18, atom 6 (H): 0.27, atom 7 (C): -0.75, atom 8 (C): -1.07, atom 9 (H): 0.44, atom 10 (H): 0.31, atom 11 (C): -0.67, atom 12 (C): -0.78, atom 13 (H): 0.11, atom 14 (N): -0.01, atom 15 (H): 0.30, atom 16 (H): 0.24, atom 17 (H): 0.40, atom 18 (H): 0.32, atom 19 (H): 0.28, atom 20 (C): -0.30

***

Density functional theory data (the ωB97M-V functional and the def2-TZVPD basis) for 2 unconnected molecules or ions with the total composition C5H7F2I2N.

Structure (XYZ):
```
17
C5H7F2I2N the ωB97M-V functional and the def2-TZVPD basis
C -0.42653 1.24237 -1.89882
I -1.62005 -3.78325 0.39141
C -0.58462 0.33150 0.23026
I 2.58542 -0.70175 -1.91656
C 1.66573 1.00601 -0.78004
C -0.29988 -0.56207 2.66021
H 1.91486 1.80168 -1.37417
H -0.84057 -3.72162 1.75375
C -0.35829 -0.15796 1.40284
N 0.18810 0.91919 -0.69047
H -1.51714 1.50670 -1.79595
H -0.42036 0.38540 -2.53399
H 2.14483 1.12856 0.14936
H -1.62616 0.34262 0.05358
F -0.90043 0.03804 3.69764
F 0.06779 -1.80497 3.08885
H 0.02734 2.02955 -2.43789
```

Calculated values
DFT total energy in Ha: -1044.47725
Structure (SMILES): CN(C=C=C(F)F)CI.I
Energy above the lowest of the compared OMol25 structures with the same formula, charge and spin in kcal per mole: 45.3

Mulliken analysis output, partial charges in e: atom 1 (C): -1.06, atom 2 (I): -0.10, atom 3 (C): 0.82, atom 4 (I): 0.02, atom 5 (C): -1.02, atom 6 (C): -0.09, atom 7 (H): 0.45, atom 8 (H): 0.10, atom 9 (C): -0.67, atom 10 (N): 0.05, atom 11 (H): 0.29, atom 12 (H): 0.46, atom 13 (H): 0.50, atom 14 (H): 0.34, atom 15 (F): -0.22, atom 16 (F): -0.20, atom 17 (H): 0.32

***

Density functional theory data (the ωB97M-V functional and the def2-TZVPD basis) for a single C5H6O2 molecule.

Structure (XYZ):
```
13
C5H6O2 the ωB97M-V functional and the def2-TZVPD basis
H -2.37527 -0.00307 1.07943
C 0.60830 -0.92742 -0.02064
H 2.85249 -0.31464 0.96775
O 0.53676 -2.11406 -0.00534
C 0.14479 1.22831 0.01677
O 1.52913 1.13299 -0.15797
H -2.85634 0.51502 -0.50962
C 2.17635 -0.18219 0.09205
C -0.61294 0.15233 -0.13397
H -2.29118 -1.08074 -0.43854
H 2.57184 -0.54889 -0.83835
C -2.10253 -0.07846 -0.06457
H -0.18139 2.22084 0.01300
```

Calculated values
DFT total energy in Ha: -344.49520
Structure (SMILES): CC1=COCC1=O
Energy above the lowest of the compared OMol25 structures with the same formula, charge and spin in kcal per mole: 67.0

Mulliken analysis output, partial charges in e: atom 1 (H): 0.22, atom 2 (C): 0.48, atom 3 (H): 0.27, atom 4 (O): -0.53, atom 5 (C): -0.43, atom 6 (O): -0.40, atom 7 (H): 0.41, atom 8 (C): -0.30, atom 9 (C): 0.42, atom 10 (H): 0.30, atom 11 (H): 0.24, atom 12 (C): -1.13, atom 13 (H): 0.46